Entry 1:
ORCA calculation (wB97M-V/def2-TZVPD) on 2 unconnected molecules or ions with the total composition C5H12ClN5.

Calculated total energy ... -931.0442 Ha
Total charge ... +2
Relative energy (zero: lowest compared OMol25 entry of this formula, charge and spin) ... 89.80 kJ/mol
LUMO ... -9.771 eV
HOMO-LUMO gap ... 4.8 eV

Geometry (Å):
H  -1.77187  3.52296  -1.93388
C  1.64783  -3.61348  1.09385
N  -1.20685  1.13196  -0.71191
H  -0.99593  3.09110  -3.46836
Cl  -1.41375  -1.39389  0.32933
C  -0.58007  1.72032  -1.86655
H  0.26249  -3.43288  -0.39441
N  0.59799  -3.05807  0.49362
H  0.35196  2.20040  -1.56775
H  2.15957  -4.45618  0.64681
H  2.86101  -3.56550  2.74586
N  0.36638  -1.50577  2.22777
H  -0.34158  0.91531  -2.57227
C  -0.06749  -1.99896  1.08184
H  -2.19901  0.98758  -0.87594
C  1.41370  -2.03039  2.84648
H  2.61971  -1.88702  4.49865
N  1.82438  -1.53313  3.98006
H  -2.42072  2.21418  -2.92802
H  -1.06464  1.65267  0.14438
C  -1.50718  2.70085  -2.59346
N  2.07375  -3.12154  2.27751
H  1.31886  -0.74848  4.37975

***

Entry 2:
ORCA calculation (wB97M-V/def2-TZVPD) on a molecular structure, C5H12ClO2RuZr.

Calculated total energy ... -950.0894 Ha
Spin multiplicity ... 6
LUMO (alpha / beta) ... -0.541 / -2.250 eV
HOMO-LUMO gap (alpha / beta) ... 5.9 / 7.1 eV
Expectation value of S² ... 8.77

Geometry (Å):
H  -1.26335  -1.51706  -2.69190
Zr  -0.16182  0.11469  0.42782
C  -0.79943  -0.72328  2.31023
H  1.43650  1.67671  2.08994
C  1.05069  1.84195  1.07225
Ru  1.04810  -1.10759  -2.32068
O  -3.44452  2.72915  -0.05037
H  1.87340  2.20982  0.45869
H  -1.82296  -1.05096  2.54920
Cl  2.76327  -0.54043  -3.70606
H  0.39134  2.72079  1.16037
H  -0.75790  -2.61347  -1.40415
H  2.81512  -1.82681  -0.90874
C  -2.31176  2.48526  0.28311
H  -1.50024  -1.00280  -1.02306
H  -0.07573  -0.97967  3.12194
C  -0.80962  -1.55873  -1.69751
H  -1.67556  3.17289  0.89908
H  1.32524  -2.66495  -0.35318
C  1.77056  -1.66531  -0.56541
O  -1.66811  1.34929  -0.02654
H  1.81678  -1.04950  0.37497

***

Entry 3:
ORCA calculation (wB97M-V/def2-TZVPD) on a gas-phase ion, C5H12FN2 (charge +1).

Calculated total energy ... -406.6562 Ha
Total charge ... +1
Relative energy (zero: lowest compared OMol25 entry of this formula, charge and spin) ... 432.83 kJ/mol
LUMO (alpha / beta) ... -4.537 / -3.378 eV
HOMO-LUMO gap (alpha / beta) ... 6.1 / 8.8 eV

Geometry (Å):
C  0.56655  -1.09814  0.41338
C  -2.07937  -0.28732  -0.43017
H  2.38831  -2.24637  0.53097
H  0.32663  -0.99360  1.47785
C  -1.04303  1.76510  -0.36215
N  1.18173  0.21409  0.00160
N  -1.96078  0.89522  0.24301
H  1.08645  2.29468  -0.08370
H  2.09293  0.22909  0.40951
H  -2.47982  1.24614  1.03991
F  -2.99473  -1.13790  0.17265
H  1.77288  -1.96659  -1.17960
C  0.39817  1.45455  0.32626
H  0.37835  1.48427  1.33932
C  1.45973  -2.19614  -0.16261
H  -1.43535  -0.79695  -1.13344
H  1.53820  -0.00089  -0.98610
H  -0.87099  1.51263  -1.34143
H  0.89923  -3.14158  -0.18682
H  -1.22510  2.76971  -0.08845

***

Entry 4:
ORCA calculation (wB97M-V/def2-TZVPD) on a single C5H12FP molecule.

Calculated total energy ... -638.7938 Ha
Relative energy (zero: lowest compared OMol25 entry of this formula, charge and spin) ... 288.40 kJ/mol
LUMO ... 0.718 eV
HOMO-LUMO gap ... 8.0 eV
Structure (SMILES) ... CC(F)=P(C)(C)C

Geometry (Å):
H  -2.26822  0.97280  -0.28628
H  -0.03443  1.75265  1.92465
C  -1.46290  0.50406  -0.76368
H  0.88081  0.64774  -2.63062
H  -1.45901  0.51709  2.24022
H  1.52268  -0.84427  -1.77391
H  -1.26868  -2.17392  1.16919
F  2.38357  0.62651  0.42688
H  2.59908  0.52701  -1.95743
C  1.20802  0.88859  -0.34877
H  -0.44973  -1.97810  -0.35672
H  -0.98611  1.23647  -1.35629
P  -0.17344  0.08036  0.35701
C  -0.43093  0.79509  1.99188
H  0.17282  0.24643  2.69004
H  -1.94310  -0.18668  -1.33905
C  1.55781  0.16224  -1.89581
C  -0.40936  -1.77831  0.71962
H  0.56112  -1.99575  1.18907

***

Entry 5:
ORCA calculation (wB97M-V/def2-TZVPD) on 2 unconnected molecules or ions with the total composition C5H12N.

Calculated total energy ... -252.0655 Ha
Total charge ... +1
Relative energy (zero: lowest compared OMol25 entry of this formula, charge and spin) ... 434.75 kJ/mol
LUMO (alpha / beta) ... -5.912 / -6.404 eV
HOMO-LUMO gap (alpha / beta) ... 8.1 / 7.1 eV

Geometry (Å):
H  0.23146  1.18874  1.48812
H  -1.38796  1.58664  0.92652
H  0.00178  1.95308  -0.10553
C  -0.40312  1.23107  0.60164
C  -1.10880  -0.12635  -1.29848
C  -0.87054  -1.12964  0.89492
H  -0.70984  -2.09851  0.42570
H  -1.93284  -1.05573  1.15688
H  -2.19610  -0.00077  -1.21744
H  -0.72238  0.66156  -1.94269
C  2.05479  -0.61120  -0.54054
N  -0.48485  -0.06743  -0.00223
H  -0.28972  -1.07787  1.81374
H  -0.92350  -1.09431  -1.76202
H  2.37807  0.89127  0.87852
H  1.76082  -1.34648  -1.24191
C  2.75880  0.14444  0.18791
H  3.84908  0.11452  0.19178

***

Entry 6:
ORCA calculation (wB97M-V/def2-TZVPD) on a gas-phase ion, C5H12N (charge +1).

Calculated total energy ... -252.1800 Ha
Total charge ... +1
Relative energy (zero: lowest compared OMol25 entry of this formula, charge and spin) ... 134.34 kJ/mol
LUMO ... -3.803 eV
HOMO-LUMO gap ... 10.7 eV
Structure (SMILES) ... CCC/C=C/[NH3+]

Geometry (Å):
H  -0.10097  -1.04583  -1.75222
H  -1.65277  -1.67270  -0.04791
H  -1.92179  1.30989  0.59297
H  2.20236  -0.72389  -1.07342
H  2.34332  0.29057  1.68203
H  0.18965  1.01990  0.51024
C  0.53959  0.34336  -0.26329
C  -0.52307  -0.23052  -1.16368
C  -1.79931  -0.66736  -0.43097
H  3.24099  1.16879  0.56823
H  -1.75261  -0.02596  1.62439
N  2.76813  0.28040  0.75319
H  3.50361  -0.43342  0.79308
H  -3.28413  0.32891  0.95999
H  -2.58187  -0.71417  -1.18529
C  1.79811  -0.03989  -0.33923
C  -2.23748  0.26479  0.68357
H  -0.73175  0.54711  -1.91169

***

Entry 7:
ORCA calculation (wB97M-V/def2-TZVPD) on 2 unconnected molecules or ions with the total composition C5H12N.

Calculated total energy ... -252.0361 Ha
Total charge ... +1
Relative energy (zero: lowest compared OMol25 entry of this formula, charge and spin) ... 512.07 kJ/mol
LUMO ... -8.460 eV
HOMO-LUMO gap ... 6.7 eV

Geometry (Å):
H  -3.22795  -2.67962  -2.99323
C  2.79796  1.70743  1.09971
H  0.28920  -1.90633  -0.19408
H  -0.53943  0.92881  -0.53558
H  2.83663  1.46356  0.05126
H  3.23474  2.62919  1.21003
H  0.90363  2.37918  0.48421
C  0.63088  0.45846  1.08200
H  -3.53351  -2.92586  -1.19950
C  -3.20386  -2.23115  -1.99801
H  -2.19761  -1.93613  -1.84672
C  1.27554  1.79196  1.35022
H  0.99392  2.17895  2.27273
C  -0.11316  0.03595  -0.02935
N  -0.48686  -1.19614  -0.42296
H  -3.75488  -1.28539  -1.88368
H  3.25248  1.01503  1.75837
H  0.84228  -0.42791  1.79458

***

Entry 8:
ORCA calculation (wB97M-V/def2-TZVPD) on a gas-phase ion, C5H12N (charge +1).

Calculated total energy ... -252.1831 Ha
Total charge ... +1
Relative energy (zero: lowest compared OMol25 entry of this formula, charge and spin) ... 126.00 kJ/mol
LUMO ... -3.584 eV
HOMO-LUMO gap ... 10.2 eV
Structure (SMILES) ... C=C(C)CC[NH3+]

Geometry (Å):
H  0.52072  2.65134  -0.98462
N  0.28618  -1.50369  -0.76594
H  -1.89067  -0.02426  -0.31558
H  -0.04220  0.17537  2.17812
H  1.90293  1.89765  0.01093
H  0.97302  -2.21031  -1.02503
H  -0.84243  -1.75124  0.96067
C  0.03728  0.97265  0.12399
C  -1.37154  0.92488  -0.43039
H  -0.59088  -1.72679  -1.23742
C  0.40707  0.00713  1.20297
C  0.17169  -1.46083  0.74111
H  0.58944  -0.64999  -1.24902
C  0.85508  1.92542  -0.27082
H  -1.97388  1.66825  0.05166
H  1.47318  0.02383  1.42655
H  -1.44499  1.23739  -1.45513
H  0.94002  -2.15680  1.03795

***

Entry 9:
ORCA calculation (wB97M-V/def2-TZVPD) on a gas-phase ion, C5H12N2 (charge -1).

Calculated total energy ... -307.0745 Ha
Total charge ... -1
Relative energy (zero: lowest compared OMol25 entry of this formula, charge and spin) ... 230.19 kJ/mol
Spin multiplicity ... 2
LUMO (alpha / beta) ... 4.019 / 3.918 eV
HOMO-LUMO gap (alpha / beta) ... 2.8 / 7.6 eV
Expectation value of S² ... 0.75

Geometry (Å):
H  1.13129  2.47366  1.20939
H  -0.80042  1.81008  -0.71431
N  -2.16531  -1.61764  -0.34331
H  1.49326  1.04647  -1.33064
N  -1.07120  0.84971  -0.85505
C  1.15762  1.43698  1.59866
H  1.64358  -0.50808  1.45787
C  -0.77404  -1.31707  -0.03530
H  -2.47170  -1.60626  -1.33002
C  -0.16232  -0.25785  -0.63468
H  1.81711  1.44313  2.43029
H  1.86333  -0.80014  -0.91059
H  -0.26107  -2.14864  0.42074
C  1.77205  0.33966  0.78875
H  -1.34377  0.74979  -1.86729
H  -2.62884  -0.85559  0.17405
H  2.78751  0.47234  0.79633
C  1.21915  0.09698  -0.69870
H  0.15051  1.50662  1.94026

***

Entry 10:
ORCA calculation (wB97M-V/def2-TZVPD) on a gas-phase ion, C5H12N2 (charge -1).

Calculated total energy ... -307.0855 Ha
Total charge ... -1
Relative energy (zero: lowest compared OMol25 entry of this formula, charge and spin) ... 201.29 kJ/mol
Spin multiplicity ... 2
LUMO (alpha / beta) ... 3.942 / 3.837 eV
HOMO-LUMO gap (alpha / beta) ... 2.6 / 8.9 eV
Expectation value of S² ... 0.75

Geometry (Å):
H  2.88969  -2.44984  0.20455
H  0.41063  1.36253  -0.38510
C  -2.47795  1.19246  -0.64312
H  -0.57958  -0.08213  1.97082
C  2.23533  -1.54386  0.16498
H  2.82244  -0.75415  0.56358
H  -0.09485  -0.19007  -0.82742
H  -0.98015  1.34151  -2.04017
H  -3.47263  1.75767  -0.47051
C  0.33535  0.00326  1.22365
C  0.87733  -1.37596  1.04624
H  1.85085  -1.34300  -0.87664
H  -2.24301  2.44040  -2.24595
N  -1.92650  1.60581  -1.86701
H  1.11659  -2.00063  1.93001
C  -0.33350  0.53137  -0.05841
N  -1.68414  0.83614  0.25287
H  1.13500  0.74895  1.61638
H  0.11909  -2.08044  0.44123

***

Entry 11:
ORCA calculation (wB97M-V/def2-TZVPD) on 2 unconnected molecules or ions with the total composition C5H12N2.

Calculated total energy ... -307.1475 Ha
Relative energy (zero: lowest compared OMol25 entry of this formula, charge and spin) ... 214.89 kJ/mol
LUMO ... 1.079 eV
HOMO-LUMO gap ... 10.7 eV
Structure (SMILES) ... C=NCC.C=NC

Geometry (Å):
H  1.75452  -1.57042  4.71941
H  0.68842  -0.64008  0.42232
C  1.32526  -0.78847  4.10368
H  -0.87415  0.37079  2.86322
H  -0.19369  -1.31105  -3.68798
H  -0.89322  -0.31747  -4.92769
C  -0.76295  1.38358  -2.41887
H  0.13670  1.92590  -2.73777
N  0.62322  -1.06944  3.09474
H  -0.75726  0.38544  0.36499
C  -0.24719  -0.40217  0.92104
H  1.53408  0.25839  4.35753
C  -0.34628  -0.27170  -3.98325
H  -1.32566  1.84224  -1.60963
H  -0.90864  -1.26387  0.96641
N  -1.18543  0.33820  -2.97471
C  0.03887  0.05756  2.36104
H  0.76945  0.86879  2.32000
H  0.62394  0.20379  -4.15447

***

Entry 12:
ORCA calculation (wB97M-V/def2-TZVPD) on 2 unconnected molecules or ions with the total composition C5H12N2.

Calculated total energy ... -307.1813 Ha
Relative energy (zero: lowest compared OMol25 entry of this formula, charge and spin) ... 126.03 kJ/mol
LUMO ... 1.082 eV
HOMO-LUMO gap ... 10.6 eV
Structure (SMILES) ... [H]/N=C\C.CC(C)=N

Geometry (Å):
C  1.73033  0.58879  1.65098
N  1.39232  1.36138  -0.68357
H  0.07713  -1.65232  -2.07149
H  2.17956  0.75310  -0.91632
N  -0.38191  -1.59871  0.54439
C  -0.85730  -0.78013  -0.29268
C  -0.62258  -0.86009  -1.81187
H  0.22854  1.95610  0.82742
H  1.07368  -0.19713  2.02876
H  -1.57515  -1.02682  -2.30937
H  1.93013  1.28381  2.46422
H  2.65641  0.12324  1.31607
H  -0.22372  0.09292  -2.15841
C  1.02500  1.27799  0.52848
H  -1.94516  1.04653  -0.32436
H  -2.13844  0.08357  1.17116
C  -2.04983  0.04542  0.08866
H  -2.95845  -0.39764  -0.31623
H  0.45944  -2.10003  0.26418

***

Entry 13:
ORCA calculation (wB97M-V/def2-TZVPD) on a single C5H12N2 molecule.

Calculated total energy ... -307.1206 Ha
Relative energy (zero: lowest compared OMol25 entry of this formula, charge and spin) ... 285.53 kJ/mol
LUMO ... 0.942 eV
HOMO-LUMO gap ... 8.2 eV
Structure (SMILES) ... C/C(=C\N)CCN

Geometry (Å):
H  -2.86646  -0.03971  1.46089
H  1.73819  -0.30371  -1.30962
C  -0.06735  0.60446  -0.62916
C  -1.68254  -0.99035  0.36066
C  -0.46130  -0.38712  0.43344
H  0.71876  -1.88402  1.36860
H  2.41696  1.24838  -2.62797
H  1.99178  0.95234  -0.11814
H  -0.61455  0.23585  -1.51169
N  1.66252  1.64884  -2.09089
H  1.46543  -0.27922  1.42911
H  -0.46670  1.60383  -0.43827
C  1.40441  0.69055  -1.00643
H  -2.00629  -1.67355  -0.42002
H  1.90634  2.57725  -1.78288
N  -2.52533  -0.99394  1.56089
H  0.20651  -0.66617  2.54201
H  -3.34827  -1.51866  1.26891
C  0.52791  -0.82506  1.51055